{"formula": "C44H83BBr2N4O26", "method": "wB97M-V/def2-TZVPD", "elements": ["C", "C", "C", "N", "C", "C", "C", "C", "C", "H", "H", "H", "H", "H", "H", "H", "H", "H", "H", "H", "H", "H", "H", "H", "H", "H", "H", "O", "C", "O", "B", "O", "C", "O", "O", "C", "O", "C", "O", "O", "C", "O", "C", "C", "N", "C", "C", "O", "C", "H", "H", "H", "H", "H", "H", "H", "H", "H", "H", "H", "H", "H", "H", "H", "C", "O", "C", "C", "N", "C", "C", "O", "C", "H", "H", "H", "H", "H", "H", "H", "H", "H", "H", "H", "H", "H", "H", "H", "C", "O", "C", "C", "N", "C", "C", "O", "C", "H", "H", "H", "H", "H", "H", "H", "H", "H", "H", "H", "H", "H", "H", "H", "Br", "C", "C", "Br", "H", "H", "H", "H", "C", "C", "O", "C", "O", "O", "H", "H", "H", "H", "C", "C", "O", "C", "O", "O", "H", "H", "H", "H", "C", "C", "O", "C", "O", "O", "H", "H", "H", "H", "C", "C", "O", "C", "O", "O", "H", "H", "H", "H"], "positions_angstrom": [[6.486, -1.558, 7.398], [7.038, -0.699, 6.216], [6.366, 0.719, 6.289], [6.698, 1.654, 5.139], [8.198, 1.672, 4.910], [6.091, 3.123, 5.344], [5.924, 3.739, 3.946], [5.468, 2.546, 3.091], [6.017, 1.250, 3.880], [6.784, -2.604, 7.338], [5.419, -1.677, 7.207], [6.515, -0.982, 8.322], [6.810, -1.128, 5.241], [8.126, -0.762, 6.251], [6.665, 1.190, 7.225], [5.292, 0.816, 6.452], [8.556, 0.695, 4.584], [8.497, 2.065, 5.882], [8.450, 2.414, 4.153], [6.836, 3.698, 5.894], [5.123, 3.077, 5.843], [6.874, 4.123, 3.574], [5.247, 4.591, 3.884], [5.932, 2.586, 2.106], [4.383, 2.503, 3.000], [6.735, 0.621, 3.353], [5.185, 0.563, 4.037], [4.483, -2.930, 1.193], [3.393, -2.587, 0.621], [2.772, -1.443, 0.738], [1.436, -1.561, 0.083], [1.476, -2.805, -0.702], [2.509, -3.492, -0.259], [2.789, -4.645, -0.575], [1.291, -0.360, -0.744], [0.172, 0.224, -0.470], [-0.228, 1.210, -1.017], [-0.565, -0.588, 0.700], [0.206, -1.648, 0.967], [-1.664, -0.374, 1.116], [0.027, -9.232, -0.487], [-0.772, -9.255, 0.684], [-0.666, -8.032, 1.466], [-1.604, -7.100, 0.909], [-2.869, -7.682, 0.364], [-3.792, -7.918, 1.521], [-4.841, -6.850, 1.576], [-4.369, -5.600, 2.248], [-5.393, -4.622, 2.641], [1.105, -9.114, -0.371], [-0.303, -8.478, -1.201], [-0.025, -10.142, -1.085], [0.312, -7.554, 1.508], [-0.713, -8.279, 2.526], [-1.129, -6.676, 0.024], [-1.879, -6.186, 1.437], [-2.538, -8.599, 0.098], [-3.325, -8.018, 2.501], [-4.257, -8.887, 1.339], [-5.673, -7.322, 2.099], [-5.348, -6.651, 0.632], [-5.543, -3.858, 1.878], [-5.023, -4.090, 3.517], [-6.358, -5.050, 2.912], [2.069, 9.928, -1.351], [2.725, 8.560, -1.213], [2.686, 7.718, -2.333], [3.355, 6.395, -1.927], [4.856, 6.213, -1.995], [5.526, 7.252, -1.323], [7.039, 6.950, -1.272], [7.535, 7.288, -2.602], [8.894, 6.978, -2.660], [0.995, 9.793, -1.474], [2.454, 10.528, -2.176], [2.197, 10.586, -0.491], [3.082, 8.153, -3.250], [1.632, 7.572, -2.569], [2.866, 5.587, -2.471], [2.999, 6.179, -0.919], [5.139, 6.331, -2.957], [5.058, 7.461, -0.360], [5.524, 8.238, -1.787], [7.182, 5.871, -1.232], [7.567, 7.314, -0.391], [9.323, 7.153, -3.646], [9.095, 5.914, -2.531], [9.337, 7.637, -1.913], [-14.997, 0.895, -4.648], [-15.478, 0.895, -3.285], [-15.347, 2.086, -2.602], [-14.013, 2.749, -2.720], [-12.930, 2.025, -2.053], [-11.671, 2.643, -1.946], [-10.673, 1.567, -1.278], [-9.340, 1.955, -1.601], [-8.412, 0.893, -1.521], [-15.246, 1.813, -5.181], [-15.172, -0.030, -5.196], [-13.916, 0.955, -4.770], [-15.452, 2.004, -1.520], [-15.992, 2.827, -3.073], [-13.987, 3.743, -2.274], [-13.830, 2.980, -3.769], [-13.208, 1.122, -1.696], [-11.593, 3.643, -1.520], [-11.348, 2.672, -2.987], [-10.899, 0.547, -1.588], [-10.867, 1.537, -0.206], [-8.407, 0.120, -0.753], [-7.363, 1.184, -1.458], [-8.391, 0.247, -2.399], [12.243, -5.558, 1.361], [11.803, -3.973, 0.290], [10.626, -3.358, 1.013], [11.121, -2.999, 2.893], [11.704, -4.280, -0.751], [12.695, -3.348, 0.238], [9.728, -3.958, 0.860], [10.277, -2.381, 0.679], [-2.259, 3.233, -5.457], [-0.824, 3.074, -6.000], [-0.268, 4.416, -5.765], [-1.318, 5.299, -5.602], [-1.246, 6.545, -5.610], [-2.415, 4.647, -5.634], [-2.404, 2.977, -4.407], [-2.760, 2.649, -6.229], [-0.780, 2.803, -7.055], [-0.495, 2.314, -5.292], [6.961, -4.974, -3.792], [7.942, -5.713, -4.669], [7.413, -5.923, -5.967], [6.143, -5.447, -5.883], [5.304, -5.442, -6.783], [5.974, -4.762, -4.764], [7.425, -4.043, -3.465], [6.546, -5.458, -2.908], [8.244, -6.699, -4.317], [8.843, -5.101, -4.656], [-3.450, -3.779, -1.994], [-3.927, -4.889, -2.940], [-4.462, -4.136, -3.984], [-4.120, -2.821, -3.878], [-4.326, -1.975, -4.781], [-3.503, -2.589, -2.762], [-2.477, -3.840, -1.508], [-4.310, -3.602, -1.348], [-4.526, -5.475, -2.243], [-3.074, -5.471, -3.290], [-5.201, 2.962, 5.539], [-6.682, 2.495, 5.594], [-6.582, 1.337, 6.468], [-5.408, 1.380, 7.168], [-4.864, 0.693, 8.029], [-4.616, 2.380, 6.667], [-5.069, 4.042, 5.611], [-4.744, 2.587, 4.623], [-7.013, 2.163, 4.609], [-7.289, 3.284, 6.036]], "e_tot_ha": -9074.2502, "e_homo_ha": -0.29229, "homo_lumo_gap_ev": 6.997, "e_above_lowest_ev": 2.546, "total_charge": 0}